Density functional theory data (ωB97M-V with the def2-TZVPD basis set) for a structure of composition C3H5LiNaO3.

Structure (ORCA input):
```
! wB97M-V def2-TZVPD RIJCOSX def2/J DEFGRID3
* xyz 0 2
O 0.633 -0.896 -0.735
C 0.780 -0.443 0.518
C -0.673 -0.580 -1.243
O 1.901 -0.194 0.969
O -0.192 0.469 0.762
C -1.281 0.313 -0.158
Na 3.524 1.468 0.239
H -1.229 -1.508 -1.408
H -0.535 -0.043 -2.189
H -2.089 -0.139 0.427
H -1.641 1.273 -0.535
H 0.315 -1.956 1.742
Li 0.486 2.238 1.609
*
```

As for the HOMO energy (alpha / beta): -4.63 / -6.28 eV. As for the LUMO energy (alpha / beta): -0.77 / -0.53 eV. The strongest force on any atom is 0.059 Eh/bohr.